Entry 1:
{"formula": "C2H8OS", "method": "wB97M-V/def2-TZVPD", "homo_energy_ev": -8.970, "fmax_ev_per_a": 1.222, "charge": 0, "smiles": "CCS.O", "relative_energy_kcal_mol": 8.7, "species": ["S", "C", "C", "H", "H", "H", "H", "H", "H", "O", "H", "H"], "positions_angstrom": [[1.372, -0.724, -2.299], [0.141, 0.286, -0.077], [1.459, 0.429, -0.838], [1.867, 0.220, -3.128], [-0.787, 0.533, -0.619], [0.212, 0.935, 0.812], [0.085, -0.763, 0.258], [1.770, 1.439, -1.169], [2.255, 0.030, -0.180], [-2.609, -0.440, 2.448], [-3.431, -0.740, 2.898], [-2.336, -1.205, 1.893]], "mulliken_charge": [-0.2350, -0.9852, -0.4461, 0.1197, 0.3365, 0.3094, 0.2649, 0.3802, 0.2559, -0.6339, 0.3132, 0.3204]}

Entry 2:
{"formula": "C2H8OS2", "method": "wB97M-V/def2-TZVPD", "homo_energy_ev": -9.176, "fmax_ev_per_a": 4.218, "charge": 0, "relative_energy_kcal_mol": 104.0, "species": ["C", "S", "S", "C", "H", "H", "H", "H", "H", "H", "H", "H", "O"], "positions_angstrom": [[1.198, 0.967, 0.437], [1.289, -0.245, 1.736], [-0.568, 0.013, -1.670], [-1.547, 0.405, -0.231], [0.389, 1.683, 0.660], [0.954, 0.538, -0.574], [2.141, 1.480, 0.350], [-2.046, 1.386, -0.223], [-0.919, 0.423, 0.671], [-2.356, -0.322, -0.251], [0.470, -2.350, 0.431], [0.402, -1.526, -0.806], [0.594, -2.452, -0.529]], "mulliken_charge": [-0.6462, -0.1253, -0.1669, -0.5568, 0.3374, 0.1417, 0.2982, 0.3247, 0.1696, 0.2849, 0.3122, 0.2391, -0.6126]}

Entry 3:
{"formula": "C2H8OSi2", "method": "wB97M-V/def2-TZVPD", "homo_energy_ev": [-7.310, -6.946], "fmax_ev_per_a": 5.034, "charge": 0, "relative_energy_kcal_mol": 52.0, "species": ["C", "C", "O", "Si", "Si", "H", "H", "H", "H", "H", "H", "H", "H"], "positions_angstrom": [[-2.615, -0.642, -0.199], [2.331, 0.160, -0.455], [-0.266, 1.040, -0.043], [-1.884, 1.131, -0.165], [1.331, 1.578, 0.014], [-3.614, -0.779, -0.447], [-1.950, -1.392, -0.545], [-2.601, -0.794, 1.029], [2.243, 0.137, -1.523], [3.301, 0.455, -0.133], [2.195, -0.760, -0.087], [-2.642, 1.750, 1.251], [1.701, 2.511, 1.066]], "mulliken_charge": [-0.9190, -0.9446, 0.2768, -0.1258, -0.0139, 0.3725, 0.3104, 0.2061, 0.2689, 0.3007, 0.4089, -0.0721, -0.0688]}

Entry 4:
{"formula": "C2H8S2", "method": "wB97M-V/def2-TZVPD", "homo_energy_ev": -8.958, "fmax_ev_per_a": 0.762, "charge": 0, "smiles": "CCS.S", "relative_energy_kcal_mol": 5.1, "species": ["S", "H", "H", "C", "C", "S", "H", "H", "H", "H", "H", "H"], "positions_angstrom": [[1.728, -1.975, 0.505], [2.256, -1.101, -0.351], [2.856, -2.741, 0.506], [-0.086, 1.282, 0.138], [-0.951, 0.310, -0.638], [-1.858, -0.946, 0.357], [-0.642, 1.833, 0.892], [0.807, 0.834, 0.570], [0.326, 2.004, -0.579], [-0.339, -0.295, -1.308], [-1.700, 0.806, -1.250], [-2.397, -0.011, 1.159]], "mulliken_charge": [-0.2596, 0.1237, 0.1361, -0.7834, -0.5464, -0.1878, 0.3276, 0.1670, 0.2806, 0.2767, 0.3716, 0.0938]}

Entry 5:
{"formula": "C2H8S2", "method": "wB97M-V/def2-TZVPD", "homo_energy_ev": -9.280, "fmax_ev_per_a": 0.261, "charge": 0, "smiles": "CCS.S", "relative_energy_kcal_mol": 6.0, "species": ["S", "H", "H", "C", "C", "S", "H", "H", "H", "H", "H", "H"], "positions_angstrom": [[-0.674, 0.056, 3.193], [-0.841, -0.613, 2.044], [0.647, 0.130, 3.022], [0.693, 0.914, -0.682], [-0.107, -0.189, -1.369], [-0.101, -1.804, -0.508], [1.687, 1.035, -1.112], [0.818, 0.737, 0.385], [0.185, 1.874, -0.775], [-1.149, 0.097, -1.472], [0.261, -0.353, -2.379], [-1.419, -1.885, -0.347]], "mulliken_charge": [-0.2578, 0.1191, 0.1258, -0.7439, -0.4305, -0.2449, 0.2939, 0.1151, 0.2816, 0.2914, 0.3211, 0.1290]}

Entry 6:
{"formula": "C2H8S3", "method": "wB97M-V/def2-TZVPD", "homo_energy_ev": -9.034, "fmax_ev_per_a": 4.250, "charge": 0, "smiles": "CCS.SS", "relative_energy_kcal_mol": 18.3, "species": ["S", "S", "H", "H", "C", "C", "S", "H", "H", "H", "H", "H", "H"], "positions_angstrom": [[-3.113, 0.725, -0.535], [-3.098, -0.453, 1.287], [-2.460, -0.153, -1.255], [-2.226, 0.311, 1.982], [1.455, 0.836, -0.160], [0.926, -0.486, 0.410], [0.735, -1.806, -0.867], [0.740, 1.314, -0.905], [1.616, 1.569, 0.583], [2.507, 0.790, -0.603], [0.016, -0.462, 1.062], [1.640, -0.914, 0.955], [1.263, -1.270, -1.954]], "mulliken_charge": [-0.1660, -0.1880, 0.1799, 0.1558, -1.0906, -0.1625, -0.2614, 0.2667, 0.3714, 0.3134, 0.0913, 0.3843, 0.1056]}

Entry 7:
{"formula": "C2H8S4", "method": "wB97M-V/def2-TZVPD", "homo_energy_ev": -8.740, "fmax_ev_per_a": 1.560, "charge": 0, "smiles": "CSS.CSS", "relative_energy_kcal_mol": 9.3, "species": ["C", "S", "S", "H", "H", "H", "H", "C", "S", "S", "H", "H", "H", "H"], "positions_angstrom": [[-1.967, 2.450, -1.664], [-2.733, 0.824, -1.642], [-1.425, -0.400, -2.580], [-2.348, 3.093, -2.454], [-0.879, 2.404, -1.756], [-2.222, 2.878, -0.700], [-1.611, -0.090, -3.877], [1.483, -1.856, 1.226], [3.044, -1.195, 1.858], [3.099, -1.524, 3.820], [1.619, -2.695, 0.551], [0.981, -0.988, 0.799], [0.805, -2.153, 2.018], [2.155, -0.750, 4.404]], "mulliken_charge": [-0.7488, -0.0392, -0.2106, 0.2975, 0.2934, 0.2588, 0.1485, -0.7304, -0.0206, -0.2200, 0.2862, 0.2466, 0.2974, 0.1411]}

Entry 8:
{"formula": "C2H8SSi", "method": "wB97M-V/def2-TZVPD", "homo_energy_ev": -8.572, "fmax_ev_per_a": 2.827, "charge": 0, "smiles": "CSC[SiH3]", "relative_energy_kcal_mol": 42.4, "species": ["C", "C", "Si", "S", "H", "H", "H", "H", "H", "H", "H", "H"], "positions_angstrom": [[2.043, -1.065, -0.466], [-0.374, -0.034, 0.470], [-1.901, 1.108, 0.260], [1.181, 0.537, -0.358], [2.928, -1.018, 0.230], [2.402, -1.059, -1.517], [1.267, -1.786, -0.473], [-0.187, -0.255, 1.565], [-0.572, -0.906, -0.071], [-1.379, 2.487, 0.202], [-3.002, 0.697, 1.217], [-2.405, 1.294, -1.061]], "mulliken_charge": [-0.7619, -0.6634, 0.4555, -0.0715, 0.2459, 0.2688, 0.2922, 0.3514, 0.2340, -0.1217, -0.1109, -0.1184]}

Entry 9:
{"formula": "C2H8Si2", "method": "wB97M-V/def2-TZVPD", "homo_energy_ev": -8.505, "fmax_ev_per_a": 3.287, "charge": 0, "relative_energy_kcal_mol": 68.9, "species": ["C", "C", "Si", "Si", "H", "H", "H", "H", "H", "H", "H", "H"], "positions_angstrom": [[0.634, 0.309, 1.531], [-0.589, 0.665, 1.204], [-1.100, 1.556, -0.369], [1.539, -2.953, -1.281], [0.783, -0.435, 2.420], [1.470, 0.507, 0.889], [-1.240, 0.216, 1.839], [-0.727, 0.564, -1.613], [-2.536, 1.842, -0.330], [-0.365, 2.972, -0.291], [-0.029, -2.786, -1.525], [2.159, -2.456, -2.473]], "mulliken_charge": [-0.6331, -0.3437, 0.2989, 0.1174, 0.1803, 0.2985, 0.4200, -0.0716, -0.1002, -0.0506, -0.0560, -0.0600]}

Entry 10:
{"formula": "C2H9F5HfO3", "method": "wB97M-V/def2-TZVPD", "homo_energy_ev": -1.142, "fmax_ev_per_a": 2.558, "charge": -2, "relative_energy_kcal_mol": 21.7, "species": ["Hf", "F", "F", "F", "F", "F", "C", "C", "O", "H", "H", "H", "H", "H", "O", "H", "H", "O", "H", "H"], "positions_angstrom": [[0.361, 1.215, 0.167], [-1.251, 0.345, 1.581], [0.991, 1.728, 2.356], [0.689, 1.653, -2.087], [2.694, 0.849, -0.097], [-1.090, 2.940, 0.062], [-0.970, -2.879, 0.157], [0.465, -2.331, 0.236], [0.638, -1.086, -0.298], [-1.674, -2.424, 0.853], [-0.978, -3.974, 0.258], [-1.337, -2.731, -0.865], [1.078, -3.077, -0.304], [0.817, -2.315, 1.280], [-1.748, 0.534, -1.107], [-2.445, 0.107, -0.595], [-2.166, 0.894, -1.892], [1.670, 3.287, 0.122], [1.821, 3.968, -0.537], [2.436, 3.298, 0.708]], "mulliken_charge": [2.3263, -0.7691, -0.8251, -0.8105, -0.8038, -0.7674, -0.9499, -0.3737, -0.5255, 0.1945, 0.4290, 0.1832, 0.2429, 0.2283, -0.3644, 0.2790, 0.2101, -0.4077, 0.2284, 0.2754]}

Entry 11:
{"formula": "C2H9N2", "method": "wB97M-V/def2-TZVPD", "homo_energy_ev": -14.039, "fmax_ev_per_a": 3.209, "charge": 1, "relative_energy_kcal_mol": 143.2, "species": ["N", "C", "C", "N", "H", "H", "H", "H", "H", "H", "H", "H", "H"], "positions_angstrom": [[1.702, -1.597, 2.307], [-1.360, 1.473, -1.290], [-0.533, 0.268, -1.174], [-0.149, 0.107, 0.201], [-2.273, 1.362, -0.690], [2.010, -1.410, 3.228], [1.235, -0.870, 1.765], [-0.782, 2.355, -0.904], [-1.593, 1.758, -2.343], [-1.093, -0.512, -1.636], [0.462, 0.262, -1.780], [2.276, -2.303, 1.844], [0.099, -0.893, 0.472]], "mulliken_charge": [-0.4798, -1.0952, -0.1037, -0.1295, 0.3393, 0.2334, 0.2285, 0.3200, 0.3591, 0.3712, 0.3750, 0.2439, 0.3379]}

Entry 12:
{"formula": "C2H9N2", "method": "wB97M-V/def2-TZVPD", "homo_energy_ev": -13.354, "fmax_ev_per_a": 1.828, "charge": 1, "relative_energy_kcal_mol": 23.2, "species": ["N", "H", "H", "H", "H", "C", "C", "N", "H", "H", "H", "H", "H"], "positions_angstrom": [[2.107, -0.017, 0.099], [0.987, 0.013, -0.203], [2.717, 0.736, -0.216], [2.088, 0.114, 1.116], [2.562, -0.923, -0.030], [-2.051, 0.640, 0.618], [-1.215, -0.320, 0.272], [-0.360, -0.270, -0.893], [-2.052, 1.592, 0.097], [-2.878, 0.414, 1.269], [-1.120, -1.272, 0.779], [-0.431, 0.470, -1.575], [-0.353, -1.177, -1.331]], "mulliken_charge": [-0.5666, 0.4449, 0.3661, 0.3928, 0.3639, -0.6738, -0.0325, -0.6828, 0.2359, 0.2538, 0.3522, 0.2518, 0.2943]}

Entry 13:
{"formula": "C2H9N2O", "method": "wB97M-V/def2-TZVPD", "homo_energy_ev": [-3.539, -9.254], "fmax_ev_per_a": 2.503, "charge": 0, "s2": 0.753, "multiplicity": 2, "relative_energy_kcal_mol": 59.9, "species": ["C", "C", "N", "N", "H", "H", "H", "H", "H", "H", "H", "H", "H", "O"], "positions_angstrom": [[0.432, 1.059, 0.105], [0.583, 2.254, 0.696], [-0.620, 2.949, 1.145], [-0.775, 0.324, 0.213], [1.331, 0.459, -0.055], [1.492, 2.809, 0.595], [-0.507, 3.988, 1.065], [-0.926, 2.661, 2.081], [-1.401, 2.720, 0.453], [-0.787, -0.218, 1.081], [-1.357, -0.156, -0.437], [1.552, -6.513, -2.123], [0.126, -6.465, -2.516], [0.857, -5.870, -2.302]], "mulliken_charge": [-0.0591, -1.0062, -1.2833, -0.7870, 0.3856, 0.3046, 0.6400, 0.8127, 0.5709, 0.2252, 0.1969, 0.3194, 0.3199, -0.6396]}

Entry 14:
{"formula": "C2H9N2O", "method": "wB97M-V/def2-TZVPD", "homo_energy_ev": -15.218, "fmax_ev_per_a": 1.632, "charge": 1, "smiles": "NC[NH2+]CO", "relative_energy_kcal_mol": 40.5, "species": ["C", "N", "H", "H", "H", "H", "N", "C", "O", "H", "H", "H", "H", "H"], "positions_angstrom": [[-1.056, -0.512, 0.772], [-2.133, 0.431, 0.436], [-0.641, -0.163, 1.709], [-1.329, -1.561, 0.836], [-2.590, 0.643, 1.321], [-2.835, -0.072, -0.110], [-0.037, -0.404, -0.353], [1.298, 0.091, 0.117], [1.973, 0.468, -1.033], [0.028, -1.333, -0.775], [-0.382, 0.223, -1.078], [1.707, -0.729, 0.711], [1.118, 0.977, 0.728], [2.923, 0.411, -0.948]], "mulliken_charge": [-0.3431, -0.6226, 0.3652, 0.3370, 0.2737, 0.2535, -0.1591, -0.4574, -0.4878, 0.3765, 0.3437, 0.4227, 0.3505, 0.3471]}

Entry 15:
{"formula": "C2H9N2O", "method": "wB97M-V/def2-TZVPD", "homo_energy_ev": -15.502, "fmax_ev_per_a": 1.790, "charge": 1, "relative_energy_kcal_mol": 134.3, "species": ["C", "N", "C", "N", "H", "H", "H", "H", "H", "H", "H", "H", "H", "O"], "positions_angstrom": [[-1.015, -0.944, -1.555], [0.049, 1.721, 0.481], [-0.822, 0.597, 0.253], [-0.175, -0.254, -0.664], [-1.626, -0.219, -2.121], [-0.444, -1.590, -2.216], [-1.769, -1.578, -1.062], [0.923, 1.533, 0.947], [-0.797, 0.024, 1.207], [-1.839, 0.933, 0.042], [1.161, -0.898, 0.568], [0.241, 2.279, -0.331], [2.190, -1.708, 1.410], [1.710, -0.859, 1.338]], "mulliken_charge": [-0.7853, -0.3854, -0.3956, -0.1479, 0.3838, 0.3135, 0.4050, 0.3039, 0.4030, 0.4603, 0.4469, 0.2571, 0.3520, -0.6112]}

Entry 16:
{"formula": "C2H9N2O", "method": "wB97M-V/def2-TZVPD", "homo_energy_ev": [-19.669, -19.732], "fmax_ev_per_a": 5.930, "charge": 2, "s2": 0.757, "multiplicity": 2, "relative_energy_kcal_mol": 65.7, "species": ["C", "C", "N", "N", "H", "H", "H", "H", "H", "H", "H", "H", "H", "O"], "positions_angstrom": [[-1.334, 0.395, 0.169], [-0.248, -0.420, 0.338], [1.086, 0.273, 0.692], [-2.356, 0.466, 1.043], [-1.368, 0.973, -0.782], [-0.122, -1.497, -0.017], [1.709, -0.269, 1.269], [0.924, 1.180, 1.149], [1.524, 0.337, -0.251], [-2.208, 0.914, 1.894], [-3.288, 0.793, 0.663], [2.191, -0.329, -2.743], [2.187, -1.696, -1.861], [2.105, -0.679, -1.814]], "mulliken_charge": [0.2453, -0.3613, -0.2558, -0.2316, 0.3781, 0.4029, 0.3599, 0.3998, 0.3550, 0.3230, 0.3641, 0.3537, 0.3450, -0.6783]}

Entry 17:
{"formula": "C2H9N2PS3", "method": "wB97M-V/def2-TZVPD", "homo_energy_ev": [-7.898, -8.024], "fmax_ev_per_a": 3.829, "charge": 0, "relative_energy_kcal_mol": 41.5, "species": ["C", "C", "N", "N", "P", "S", "S", "S", "H", "H", "H", "H", "H", "H", "H", "H", "H"], "positions_angstrom": [[0.423, -2.948, -0.749], [-1.878, -0.109, 2.124], [1.359, 2.679, -1.017], [1.115, 2.229, -2.188], [0.040, -0.114, -0.261], [0.870, 1.414, 0.865], [0.702, -1.836, 0.704], [-2.013, -0.101, 0.265], [0.430, -4.018, -0.239], [1.219, -2.921, -1.420], [-0.422, -2.534, -1.218], [-2.866, 0.118, 2.419], [-0.992, 0.642, 2.456], [-1.731, -1.227, 2.346], [1.075, 3.635, -0.757], [2.198, 2.215, -0.715], [0.472, 2.875, -2.614]], "mulliken_charge": [-0.7771, -0.7142, -0.0175, -0.5334, 0.1369, -0.3782, -0.0900, -0.1169, 0.2634, 0.3188, 0.2794, 0.3284, 0.1985, 0.2609, 0.2529, 0.3917, 0.1964]}

Entry 18:
{"formula": "C2H9N2S", "method": "wB97M-V/def2-TZVPD", "homo_energy_ev": -13.910, "fmax_ev_per_a": 0.616, "charge": 1, "relative_energy_kcal_mol": 0.8, "species": ["C", "N", "C", "N", "H", "H", "H", "H", "H", "H", "H", "S", "H", "H"], "positions_angstrom": [[-1.882, -0.460, -1.070], [-0.782, 0.334, -0.493], [-0.565, 1.580, -0.787], [0.425, 2.300, -0.302], [-2.652, -0.611, -0.329], [-1.475, -1.410, -1.396], [-2.270, 0.040, -1.947], [-0.154, -0.162, 0.154], [-1.217, 2.087, -1.482], [1.111, 1.907, 0.325], [0.515, 3.267, -0.562], [1.419, -1.569, 1.280], [0.991, -2.636, 0.584], [0.523, -1.772, 2.260]], "mulliken_charge": [-0.8076, 0.0709, 0.2480, -0.2737, 0.3191, 0.2905, 0.3307, 0.0340, 0.2927, 0.2121, 0.2445, -0.4258, 0.2221, 0.2425]}

Entry 19:
{"formula": "C2H9N3", "method": "wB97M-V/def2-TZVPD", "homo_energy_ev": -9.388, "fmax_ev_per_a": 4.133, "charge": 0, "smiles": "C=N.NCN", "relative_energy_kcal_mol": 50.4, "species": ["C", "N", "H", "H", "H", "N", "C", "N", "H", "H", "H", "H", "H", "H"], "positions_angstrom": [[4.136, 0.191, 1.480], [3.454, -0.204, 0.449], [3.947, 1.251, 1.870], [4.946, -0.372, 2.012], [3.396, -1.174, 0.403], [-1.237, -0.306, 0.261], [-1.911, 0.399, -0.904], [-3.295, 0.153, -1.061], [-1.366, -1.356, 0.111], [-1.751, 0.020, 1.134], [-1.376, 0.203, -1.842], [-1.820, 1.494, -0.748], [-3.501, -0.878, -1.281], [-3.622, 0.580, -1.882]], "mulliken_charge": [-0.2085, -0.4556, 0.2124, 0.2201, 0.2310, -0.5560, -0.3929, -0.6242, 0.2178, 0.2659, 0.3219, 0.3112, 0.2267, 0.2300]}